Entry 1:
Here is a structure of composition C23H16Cl5N5O8W in a non-equilibrium geometry from the Open Molecules 2025 dataset. Energies are from wB97M-V/def2-TZVPD.

Structure (XYZ):
```
58
Properties=species:S:1:pos:R:3:forces:R:3
W -0.04706 0.91971 -0.73955 3.51 2.24 -1.17
N -0.29878 0.07530 -2.77480 -0.01 -0.51 -0.11
C 0.94969 -0.69517 -3.06215 0.16 0.20 0.00
C 2.11890 -0.22516 -2.18035 -0.08 -0.16 0.62
O 3.24994 -0.18115 -2.58814 -0.01 -0.11 -0.07
N 1.73353 0.07010 -0.86711 0.46 0.53 0.53
C 2.72001 0.84231 -0.00573 -0.11 -0.61 -0.80
C 2.09779 2.00241 0.77425 0.04 -0.34 0.26
O 2.75161 2.69820 1.50596 0.14 -0.05 -0.12
O 0.79935 2.15565 0.59730 -0.14 -0.02 0.01
H -1.12539 -0.47987 -2.98173 0.08 -0.17 0.11
H -0.32898 0.88132 -3.39390 0.10 0.08 0.08
H 1.25418 -0.58688 -4.10009 0.00 0.02 0.00
H 0.76077 -1.74763 -2.86135 0.00 0.00 0.02
H 3.48466 1.26656 -0.65790 0.03 -0.10 -0.04
H 3.20329 0.17011 0.69937 0.03 0.04 0.02
O -2.27309 2.67408 0.34052 -3.36 5.03 2.90
C -2.82065 0.23197 -1.00214 0.30 -0.50 -0.72
O -3.25253 -0.22538 -2.00841 -0.10 0.04 0.06
C -1.70633 3.79024 -0.08252 3.97 -1.75 -2.17
C -1.49091 4.88534 0.69536 -0.18 0.91 -0.50
C -0.39953 5.71895 0.35010 -0.79 -0.08 0.36
C 0.47182 5.34026 -0.62410 0.27 -0.37 -0.71
C 0.19494 4.16232 -1.34047 0.69 -0.45 -0.86
N -0.88178 3.43780 -1.20651 -1.82 0.24 3.40
C 1.19290 3.42115 -2.24044 0.31 0.58 0.19
O 2.00566 4.01854 -2.90369 -0.06 0.00 -0.01
O 1.08537 2.12047 -2.16466 -0.75 0.18 -0.04
H -3.43778 0.94392 0.82772 -0.50 1.08 -0.79
H -2.14668 5.09484 1.52742 0.17 -0.08 0.15
H -0.21334 6.61676 0.92447 0.01 -0.06 0.08
H 1.39248 5.87303 -0.81036 -0.01 -0.02 -0.11
Cl 1.83876 -1.40311 2.57333 -0.11 -0.02 0.03
C 0.14139 -0.96252 2.55758 0.43 -0.01 0.00
C -0.33778 -0.23943 1.50502 -1.77 1.59 -2.78
C -1.70512 0.13860 1.49993 2.92 -1.33 5.00
Cl -2.18472 1.05592 0.18172 -2.85 -5.01 -2.44
C -2.48866 -0.14150 2.61179 -0.99 -0.37 -0.26
Cl -4.20150 0.27026 2.65592 0.21 0.10 0.08
C -1.99463 -0.91286 3.65725 0.15 -0.02 0.09
Cl -3.01167 -1.35400 4.97348 0.01 0.03 -0.04
C -0.65587 -1.32080 3.64439 -0.12 0.14 -0.06
Cl -0.02356 -2.21929 4.95783 0.00 -0.03 -0.05
N 2.66174 -4.42528 0.89090 0.06 0.04 -0.02
C 1.74274 -4.91977 0.03032 0.00 -0.02 -0.10
O 1.89192 -5.94011 -0.61101 -0.05 -0.05 0.10
C 0.48176 -4.10785 -0.07540 -0.03 -0.04 -0.02
C -0.74670 -4.70969 0.15292 0.00 0.10 -0.01
C -1.87102 -3.90768 0.09154 0.01 0.00 0.06
C -1.72446 -2.56865 -0.23578 -0.15 -0.10 -0.13
N -0.56271 -1.98782 -0.54874 -0.28 -1.01 0.00
C 0.51628 -2.77035 -0.43775 0.19 0.19 0.08
H 3.51375 -4.94064 1.03364 0.02 0.01 -0.05
H 2.48485 -3.59838 1.43597 -0.04 -0.02 0.02
H -0.80578 -5.76474 0.38564 0.01 0.00 0.00
H -2.85994 -4.29662 0.29144 0.02 -0.03 0.02
H -2.61397 -1.95143 -0.24162 0.05 0.07 -0.12
H 1.47086 -2.29235 -0.62665 -0.01 0.02 -0.01
```
Forces are in eV/Å.

Output
multiplicity	3
expectation value of S²	2.019
ΔE to the lowest compared entry with this formula, charge and spin	1752.0	kJ/mol
E_LUMO (spin up / spin down)	-1.30 / -2.00	eV

***

Entry 2:
Here is the molecule C23H16ClF2N7O in a non-equilibrium geometry from the Open Molecules 2025 dataset. Energies are from wB97M-V/def2-TZVPD.

Structure (XYZ):
```
50
Properties=species:S:1:pos:R:3:forces:R:3
O -1.79301 -4.06800 -2.65020 -1.33 1.80 -1.90
F 1.72564 -8.48209 -1.56402 -1.58 0.96 0.37
F -1.94707 0.42281 5.42970 -0.97 -0.94 0.83
Cl 1.07872 -1.92602 1.28758 -0.16 -0.61 -0.42
N 0.84213 0.77858 0.07517 -1.67 2.86 -0.01
N -0.83456 -1.35056 -2.10340 0.28 -1.96 1.03
N 1.08041 4.90557 1.69881 -1.20 -0.50 -0.06
N -0.50795 -8.68319 -1.99201 1.88 -0.78 1.59
C -0.86803 -4.43818 -2.00620 -1.52 0.83 1.48
C 0.45333 1.96697 -0.42996 -0.15 -1.23 -0.37
C -0.62302 -0.20756 -1.51785 -3.02 3.38 -4.63
C 1.62537 5.29090 0.55174 -0.91 -1.42 1.69
C -0.45975 2.14125 -1.53393 -1.02 -1.39 -0.73
C -1.10806 1.07809 -2.08465 2.21 -1.69 1.93
C 0.44701 3.65245 1.50343 2.67 1.61 -1.46
C -0.23668 -2.22412 -1.19128 -1.23 0.28 -1.07
C 0.22500 -1.55139 -0.16166 2.69 1.61 3.62
C 0.74217 3.23549 0.21350 0.89 0.53 1.95
C -1.73311 -8.19098 -2.10082 -0.71 2.23 -2.56
C 0.47208 -7.90640 -1.59016 -0.40 0.67 -1.27
C -1.88609 1.10478 3.11427 0.80 1.06 2.50
C -0.45072 2.10921 4.89300 -0.69 -0.75 -4.73
C -1.86543 -6.80196 -2.25499 -1.64 1.03 1.31
C 0.30924 -6.46620 -1.48647 3.47 -2.16 0.66
C -1.21811 1.98737 2.21439 -1.74 -0.76 0.01
C 0.23549 2.85354 3.89854 -1.00 -0.26 -0.67
C -1.43270 1.17322 4.49226 0.98 2.08 -2.99
C -0.81385 -5.89526 -1.89942 -0.77 -2.25 -0.03
C -0.17425 2.86307 2.51136 -0.62 -1.69 3.65
N -0.12573 -3.56351 -1.18731 -0.06 -4.51 -1.47
N 0.08223 -0.21987 -0.41350 1.25 -0.23 0.88
N 1.45127 4.25642 -0.35274 0.64 1.17 1.06
C 2.27052 6.67235 0.39793 -1.88 0.43 -1.71
C 1.95526 4.23402 -1.65320 -0.54 0.17 -2.30
H -0.66884 3.10281 -1.94171 -0.01 0.80 0.27
H -1.85916 1.02192 -2.85072 0.05 0.30 -0.27
H -2.57569 -8.82178 -2.51057 1.12 0.40 1.05
H -2.86086 0.56761 2.97309 1.36 0.42 -0.50
H -0.27180 2.18750 5.88579 0.96 0.25 2.88
H -2.86541 -6.35201 -2.41016 0.75 -0.44 -0.30
H 1.10201 -5.75890 -1.23210 0.40 -0.94 0.08
H -1.65828 2.04768 1.22374 0.10 -0.09 -0.11
H 1.10036 3.43408 4.17568 -0.05 0.34 0.13
H 0.39413 -4.06870 -0.46536 -0.07 1.06 -0.21
H 1.64377 7.43943 0.99198 0.77 -1.37 -1.13
H 2.21132 6.94315 -0.76388 0.59 -0.23 2.66
H 3.25793 6.72267 0.85465 0.18 -0.16 -0.53
H 2.25239 3.21443 -1.96456 -0.01 0.67 0.12
H 2.74395 4.96015 -1.78098 0.50 -0.16 0.11
H 1.13645 4.60915 -2.29276 0.41 -0.43 -0.44
```
Forces are in eV/Å.

Output
SMILES	Cc1nc(-c2ccc(F)cc2)c(-c2ccc3nc(NC(=O)c4ccnc(F)c4)c(Cl)n3n2)n1C
ΔE to the lowest compared entry with this formula, charge and spin	276.1	kJ/mol
E_LUMO	-0.59	eV

***

Entry 3:
Here is a structure of composition C23H16MnO5Sb in a non-equilibrium geometry from the Open Molecules 2025 dataset. Energies are from wB97M-V/def2-TZVPD.

Structure (XYZ):
```
46
Properties=species:S:1:pos:R:3:forces:R:3
O -1.17625 -1.19980 -3.88263 4.15 3.26 3.02
C -0.31906 -0.57883 -3.32831 -12.06 -6.95 -5.35
Mn 1.14297 0.04193 -2.92762 4.25 2.35 2.42
O 2.81404 -2.43799 -2.46954 -3.35 4.84 -1.54
C 2.17460 -1.48703 -2.72760 5.02 -7.22 2.31
C 1.53528 1.51867 -1.90080 6.86 7.91 5.49
O 2.26644 2.34937 -1.39849 -5.65 -5.63 -3.47
C -0.40887 -0.55901 0.57413 -5.56 4.39 -9.42
O -1.18996 0.03151 -0.23230 5.95 -4.44 6.98
C 1.56399 0.84668 -4.51215 2.33 2.86 -7.00
O 1.92729 1.24815 -5.53554 -1.52 -1.40 3.94
H -0.43814 -1.00265 1.70123 -0.14 0.33 2.41
C 2.51673 -2.26687 6.95421 -0.55 -0.16 -0.88
C 1.16581 -2.66735 6.90473 0.35 0.42 0.10
C 0.29399 -2.14353 5.93634 0.00 -0.38 0.20
C 0.77649 -1.25525 4.97167 0.45 0.26 0.26
C 2.12113 -0.83876 5.00899 0.05 -0.49 0.07
C 2.98789 -1.38130 5.96845 -0.20 0.23 0.37
Sb -0.53235 -0.31904 3.59209 -0.69 0.52 2.28
C -2.42013 -0.22416 4.66754 -0.35 -0.31 -0.61
C -3.59561 -0.54327 3.96818 -0.33 -0.04 0.36
C -4.83352 -0.54209 4.63847 0.25 0.23 0.04
C -4.90480 -0.18806 5.99561 0.42 -0.16 -0.15
C -3.72945 0.15071 6.68650 0.19 -0.17 -0.69
C -2.48387 0.12795 6.01961 -0.21 0.16 0.33
C 0.17609 1.69692 3.66556 0.13 0.24 -0.53
C 0.62801 2.28959 4.85404 0.09 -0.05 0.00
C 1.07434 3.62070 4.84854 -0.29 0.22 -0.20
C 1.04552 4.38739 3.67248 -0.19 -1.22 -0.41
C 0.59446 3.77154 2.48153 0.28 0.45 0.37
C 0.16322 2.44528 2.47833 -0.09 0.15 0.07
H 3.19893 -2.68807 7.70366 -0.38 0.28 -0.35
H 0.79065 -3.36404 7.65631 0.02 0.23 -0.27
H -0.76537 -2.42507 5.96708 0.45 0.04 -0.09
H 2.50046 -0.09790 4.30100 -0.08 -0.26 0.18
H 4.03156 -1.06061 5.99161 -0.34 -0.09 -0.06
H -3.57020 -0.79771 2.90499 -0.02 0.02 0.35
H -5.74827 -0.79911 4.09132 0.45 0.10 0.24
H -5.86894 -0.20111 6.52210 0.51 0.06 -0.31
H -3.77755 0.42144 7.74217 0.09 -0.05 -0.34
H -1.58494 0.41425 6.57402 -0.28 -0.20 -0.17
H 0.63668 1.73009 5.79636 0.06 0.18 -0.40
H 1.41331 4.08757 5.77884 -0.13 -0.29 -0.33
H 1.39445 5.41767 3.66281 -0.13 -0.24 0.04
H 0.59728 4.33976 1.54715 -0.09 -0.16 0.36
H -0.23616 2.01995 1.54641 0.24 0.20 0.40
```
Forces are in eV/Å.

Output
total charge	+2
multiplicity	5
expectation value of S²	6.045
ΔE to the lowest compared entry with this formula, charge and spin	0.0	kJ/mol
E_LUMO (spin up / spin down)	-8.18 / -9.40	eV

***

Entry 4:
Here is a structure of composition C23H16N3OPS2W from the Open Molecules 2025 dataset. Energies are from wB97M-V/def2-TZVPD.

Structure (XYZ):
```
47
Properties=species:S:1:pos:R:3:forces:R:3
W 0.08826 2.14572 -0.22852 0.07 -0.63 -0.67
S 1.67569 2.24794 1.59566 -0.06 0.18 0.01
C 1.28924 3.70419 0.71407 -0.36 -0.14 0.19
S -0.42211 4.16163 0.83455 0.07 0.21 0.17
C 1.82615 3.79798 -0.58416 0.11 -0.03 0.07
C 3.05005 3.14437 -0.94595 0.21 0.01 -0.03
N 3.99376 2.58989 -1.29158 0.06 0.04 0.04
C 1.29152 4.72833 -1.53779 -0.07 0.14 -0.03
N 0.79653 5.43786 -2.29332 0.00 -0.04 -0.09
O -1.29439 2.61896 -2.15845 -0.17 0.00 -0.27
N -1.61689 1.56550 -1.29248 0.04 0.04 0.66
C -2.64218 0.81412 -1.43694 0.15 -0.05 -0.04
C -2.83669 -0.31721 -0.56272 -0.10 -0.24 0.20
C -4.08549 -0.93940 -0.63282 0.04 0.19 -0.14
C -4.40614 -2.01225 0.18385 0.03 -0.10 0.11
C -3.46369 -2.48903 1.07524 -0.13 0.04 -0.10
C -2.20140 -1.90057 1.14072 0.19 0.04 0.04
C -1.86087 -0.82164 0.34051 0.06 -0.06 0.02
P -0.15335 -0.20665 0.50092 -0.13 0.25 -0.31
C 0.64521 -0.91094 1.92287 0.01 -0.05 -0.08
C 0.35430 -0.37501 3.18044 -0.02 0.00 -0.06
C 0.94459 -0.93119 4.30127 -0.04 0.06 0.06
C 1.81711 -2.00406 4.16742 0.00 -0.02 -0.06
C 2.10383 -2.53227 2.91377 0.04 -0.04 0.06
C 1.51808 -1.99338 1.78142 -0.05 0.10 -0.03
C 0.73218 -0.49403 -1.05773 -0.12 0.03 0.27
C 2.04314 0.00412 -1.15325 -0.05 0.08 0.05
C 2.73637 -0.10212 -2.35405 0.04 -0.01 -0.09
C 2.13635 -0.70179 -3.44833 0.01 0.02 0.08
C 0.83968 -1.20812 -3.35139 -0.02 -0.02 -0.02
C 0.13474 -1.10300 -2.16980 -0.06 -0.03 -0.01
H -1.99382 3.30294 -2.12036 0.16 0.06 0.09
H -3.36820 1.01907 -2.21993 0.05 0.06 -0.05
H -4.82175 -0.56678 -1.33466 0.00 0.01 -0.01
H -5.38455 -2.46693 0.11859 0.00 -0.01 0.00
H -3.69078 -3.32534 1.72180 -0.02 -0.01 0.00
H -1.47694 -2.30636 1.83508 0.01 0.02 -0.01
H -0.32382 0.46633 3.27463 0.03 -0.02 0.05
H 0.72750 -0.52338 5.27880 0.01 -0.01 0.01
H 2.27838 -2.43014 5.04782 0.01 -0.01 0.00
H 2.78558 -3.36600 2.81876 0.00 -0.01 0.00
H 1.74129 -2.40338 0.80431 0.00 0.00 -0.01
H 2.54142 0.41546 -0.28290 0.03 -0.05 -0.04
H 3.74641 0.27839 -2.41575 0.00 0.00 -0.02
H 2.68032 -0.79154 -4.37865 0.00 0.00 -0.01
H 0.38612 -1.69745 -4.20263 0.00 0.00 -0.01
H -0.86082 -1.52287 -2.09836 0.00 0.01 0.00
```
Forces are in eV/Å.

Output
total charge	+2
multiplicity	3
expectation value of S²	2.025
ΔE to the lowest compared entry with this formula, charge and spin	0.0	kJ/mol
E_LUMO (spin up / spin down)	-8.36 / -9.22	eV